# C38H75BNO9

A 7-piece molecular cluster, C38H75BNO9 overall in a non-equilibrium geometry (wB97M-V/def2-TZVPD, the Open Molecules 2025 dataset).

Summary:
- Maximum force: 1.7 eV Å⁻¹
- Total charge: +1
- LUMO energy: -2.96 eV
- Frontier orbital gap: 0.281 Ha
- Highest occupied orbital energy: -10.60 eV
- Spin multiplicity: 1

Positions of all 124 atoms, in Å:
C1 -0.5569 -0.5580 4.1257
C2 -1.8756 -1.3136 3.8818
C3 -2.6851 -0.7385 2.7259
C4 -3.8414 -1.6386 2.2865
C5 -4.1193 -1.6992 0.7779
C6 -4.0566 -0.3706 0.0094
C7 -3.4171 -0.4799 -1.3886
C8 -2.1053 0.3123 -1.5914
C9 -1.0950 -0.4541 -2.4436
C10 -0.1867 -1.4652 -1.7118
C11 -0.4741 -1.6353 -0.2259
C12 0.1012 -2.8821 0.4127
C13 -0.2808 -4.2722 -0.1180
C14 0.6682 -5.1449 0.7346
B1 0.8729 -6.5655 0.0378
O1 1.6633 -6.6709 -1.0742
O2 0.2612 -7.6667 0.5530
N1 1.8673 -4.2777 0.7753
C15 3.1805 -4.8344 1.0742
C16 3.2817 -5.2277 2.5421
C17 3.4665 -6.6323 2.8968
O3 4.5265 -5.5965 2.9972
C18 1.5821 -3.0328 0.5668
C19 2.5648 -1.9389 0.5044
C20 2.8093 -1.3374 1.9051
H1 -0.6329 0.1007 4.9866
H2 -0.2896 0.0658 3.2744
H3 0.2503 -1.2506 4.3549
H4 -2.4723 -1.2103 4.7852
H5 -1.6723 -2.3736 3.7263
H6 -2.0390 -0.4676 1.8891
H7 -3.1064 0.2070 3.0646
H8 -4.7524 -1.3601 2.8104
H9 -3.6057 -2.6545 2.6137
H10 -5.1286 -2.0928 0.6623
H11 -3.4744 -2.4546 0.3235
H12 -3.5572 0.4169 0.5633
H13 -5.0756 -0.0199 -0.1206
H14 -4.1207 -0.1221 -2.1349
H15 -3.2236 -1.5310 -1.6158
H16 -1.7213 0.6427 -0.6280
H17 -2.3732 1.2175 -2.1300
H18 -0.4702 0.2681 -2.9665
H19 -1.6707 -0.9494 -3.2225
H20 -0.2157 -2.4177 -2.2382
H21 0.8453 -1.1245 -1.8120
H22 -0.1167 -0.7621 0.3200
H23 -1.5426 -1.6670 -0.0355
H24 -0.2684 -2.8891 1.4504
H25 -0.1033 -4.4019 -1.1799
H26 -1.3153 -4.4622 0.1547
H27 0.2462 -5.2565 1.7335
H28 2.4154 -7.2641 -0.9598
H29 -0.5645 -7.5018 1.0130
H30 3.9423 -4.0858 0.8869
H31 3.3334 -5.7217 0.4763
H32 2.6796 -4.6321 3.2284
H33 3.8521 -7.3282 2.1659
H34 3.1257 -6.9746 3.8609
H35 3.5112 -2.3036 0.1130
H36 2.2208 -1.1655 -0.1727
H37 3.5641 -1.8954 2.4488
H38 1.8881 -1.3117 2.4805
H39 3.1426 -0.3106 1.8017
C21 -3.8102 5.0563 -1.8295
C22 -3.9184 3.9826 -0.7778
O4 -4.1211 2.8223 -1.0593
C23 -3.7631 4.4221 0.6578
H40 -3.9400 4.6167 -2.8159
H41 -4.5770 5.8153 -1.6686
H42 -2.8396 5.5518 -1.7710
H43 -4.5261 5.1618 0.9064
H44 -2.7852 4.8855 0.8016
H45 -3.8623 3.5594 1.3141
C24 5.0047 -10.2341 -1.7896
C25 5.3757 -8.8656 -1.2815
O5 4.8590 -8.3948 -0.2901
C26 6.4243 -8.1125 -2.0588
H46 4.2466 -10.6737 -1.1466
H47 4.6206 -10.1628 -2.8084
H48 5.8848 -10.8781 -1.8028
H49 6.0916 -7.9642 -3.0872
H50 7.3533 -8.6832 -2.0813
H51 6.6070 -7.1472 -1.5934
C27 -0.4076 6.7871 -3.7524
C28 -0.3631 7.2304 -2.3061
O6 -1.3600 7.6270 -1.7460
C29 0.9695 7.1333 -1.6174
H52 -1.4175 6.8970 -4.1407
H53 0.2763 7.3919 -4.3499
H54 -0.0987 5.7432 -3.8320
H55 1.7105 7.7514 -2.1265
H56 1.3036 6.0996 -1.6245
H57 0.8762 7.4701 -0.5884
C30 0.9167 2.0125 -0.6444
C31 1.6660 3.1337 0.0387
O7 1.3995 4.2832 -0.2087
C32 2.7266 2.7565 1.0441
H58 0.1919 2.4373 -1.3346
H59 1.5996 1.3640 -1.1990
H60 0.3826 1.4234 0.1042
H61 3.5034 2.1588 0.5620
H62 2.2825 2.1701 1.8516
H63 3.1736 3.6558 1.4588
C33 -7.2973 2.2997 1.8212
C34 -6.1967 1.8778 2.7619
O8 -5.1429 1.4555 2.3440
C35 -6.4719 2.0106 4.2395
H64 -6.9712 2.1592 0.7932
H65 -8.1952 1.7074 2.0043
H66 -7.5445 3.3503 1.9822
H67 -7.3388 1.4081 4.5148
H68 -6.6880 3.0508 4.4877
H69 -5.6059 1.6776 4.8064
C36 4.6428 8.0239 -4.3045
C37 4.4519 8.9912 -3.1595
O9 4.1413 8.6120 -2.0555
C38 4.6675 10.4530 -3.4659
H70 4.4596 7.0093 -3.9591
H71 3.9527 8.2620 -5.1157
H72 5.6603 8.0969 -4.6912
H73 3.9775 10.7785 -4.2461
H74 5.6859 10.6152 -3.8221
H75 4.5010 11.0423 -2.5682

---

# C6H19BrMnNO4

C6H19BrMnNO4 as an isolated structure in a non-equilibrium geometry (wB97M-V/def2-TZVPD, the Open Molecules 2025 dataset).

Summary:
- Maximum force: 3.5 eV Å⁻¹
- ⟨S²⟩: 12.00
- LUMO energy (alpha / beta): -0.07 / -0.17 eV
- Frontier orbital gap (alpha / beta): 0.107 / 0.299 Ha
- Highest occupied orbital energy (alpha / beta): -2.98 / -8.31 eV
- Spin multiplicity: 7

Positions of all 32 atoms, in Å:
Mn1 -18.9393 23.0741 -9.6204
Br1 -20.9835 24.4901 -10.4605
C1 -15.9976 21.9408 -6.5998
C2 -17.0999 22.5705 -7.4666
C3 -16.8976 24.0781 -7.7658
O1 -18.1803 24.4829 -8.3410
C4 -18.1135 25.9360 -8.4156
N1 -17.2806 21.9230 -8.7809
H1 -16.4139 21.8098 -5.6010
H2 -15.2195 22.6720 -6.3807
H3 -15.4465 21.1138 -7.0475
H4 -18.0071 22.4365 -6.8774
H5 -16.0874 24.2276 -8.4795
H6 -16.5943 24.6399 -6.8823
H7 -19.0531 26.4022 -8.7122
H8 -17.3655 26.1895 -9.1669
H9 -17.9082 26.3467 -7.4270
H10 -16.3772 22.2055 -9.1333
H11 -17.0357 20.9503 -8.6630
O2 -17.5598 23.7772 -11.0248
H12 -17.5448 24.5221 -11.6257
H13 -17.0216 23.1119 -11.4537
C5 -20.8885 20.7440 -9.5899
C6 -20.4983 21.0860 -8.1074
O3 -20.1906 22.4251 -7.9150
O4 -19.9863 21.3498 -10.5382
H14 -21.8817 21.1653 -9.7451
H15 -20.9607 19.6909 -9.8616
H16 -19.6933 20.5291 -7.6278
H17 -21.3684 20.9014 -7.4774
H18 -20.1203 22.5225 -6.9626
H19 -19.7638 20.7619 -11.2638